This record from OMol25 describes a structure of composition C12H12B2F5N6O4S2Tm in a non-equilibrium geometry. The level of theory is the ωB97M-V functional and the def2-TZVPD basis.

Geometry as ORCA input:
```
! wB97M-V def2-TZVPD RIJCOSX def2/J DEFGRID3
* xyz 0 3
Tm 0.911 -1.124 -0.112
C -2.265 -2.108 -1.676
C -1.289 -2.492 -0.626
N -0.086 -2.902 -0.801
O 0.513 -2.790 -2.040
B 2.041 -2.703 -1.942
F 2.344 -2.816 -0.517
F 2.629 -3.655 -2.683
O 2.562 -1.326 -2.351
N 2.646 -0.501 -1.283
C 2.806 0.823 -1.376
C 3.133 1.583 -2.613
C 2.470 1.500 -0.111
N 1.739 0.733 0.665
O 1.204 1.092 1.853
B 0.511 -0.057 2.547
F 1.253 -1.331 1.986
F 0.701 0.028 3.869
O -0.896 -0.379 2.273
N -1.138 -0.866 0.992
C -1.402 -2.116 0.858
C -1.480 -3.150 1.924
C 2.820 2.920 0.172
H -2.097 -2.711 -2.565
H -2.084 -1.064 -1.943
H -3.290 -2.218 -1.324
H 3.170 0.897 -3.457
H 4.099 2.085 -2.525
H 2.370 2.339 -2.801
H -1.517 -2.685 2.905
H -0.585 -3.772 1.851
H -2.345 -3.796 1.771
H 3.497 3.321 -0.576
H 3.279 2.989 1.159
H 1.915 3.532 0.201
S -3.718 1.166 0.292
C -2.490 2.338 0.511
S -1.006 2.754 0.174
C -3.719 2.766 1.244
C -3.742 2.648 2.686
N -3.770 2.563 3.830
C -4.516 3.844 0.704
N -5.148 4.701 0.276
F -0.034 -0.062 -1.420
*
```

Its gap between HOMO and LUMO (alpha / beta) is 8.40 / 8.40 eV. Its expectation value of S² is 2.003. The calculation puts the energy relative to the best compared isomer or geometry (same formula, charge and spin) at 1.244 eV. As for the strongest force on any atom: 3.62 eV/A.